[1]
Entry from the Open Molecules 2025 dataset: a molecular structure, C26H35BF5N9O4PbS in a non-equilibrium geometry (ωB97M-V/def2-TZVPD).

E_LUMO (eV): -0.60
Orbital gap (eV): 7.49
Calculated total energy (hartree): -2920.960285
Total charge: 0

XYZ file:
```
82
Properties=species:S:1:pos:R:3:forces:R:3
Pb 0.594 2.679 3.788 -0.22 -0.32 0.56
C -3.958 0.265 -2.322 -0.10 -0.78 0.92
C -2.601 -0.256 -1.795 0.63 -0.31 0.46
N -1.833 0.885 -1.163 1.37 0.10 -1.93
C -2.196 1.364 0.023 -0.48 -1.26 0.85
C -1.476 2.056 0.944 -0.40 0.91 -0.15
C -2.279 2.430 2.267 -0.54 0.07 -3.77
O -3.470 2.644 2.127 -0.37 -0.32 -0.07
O -1.627 2.492 3.302 2.13 0.34 2.98
C -0.166 2.494 0.521 -0.69 -1.01 0.28
O 0.663 3.074 1.243 0.05 0.29 -0.04
C 0.173 2.130 -0.877 0.88 0.42 0.35
C 1.415 2.602 -1.360 -0.62 0.52 -1.64
C 1.653 2.432 -2.704 0.43 0.44 -0.76
F 2.666 3.082 -3.379 -0.20 -0.37 1.17
C 0.803 1.735 -3.616 -1.34 -0.18 0.72
C -0.368 1.184 -3.134 0.12 0.81 2.30
C -0.659 1.413 -1.722 -0.95 -1.25 -1.15
N 1.159 1.691 -4.954 1.27 -0.21 -0.76
C 2.392 0.883 -5.202 -1.62 1.08 -0.93
C 2.056 -0.573 -4.867 1.22 1.34 -1.27
N 1.022 -1.006 -5.831 -1.19 -1.32 -2.02
C -0.207 -0.034 -6.098 1.55 -1.54 -0.84
C 0.256 1.427 -6.078 -0.09 -0.63 1.39
H -4.601 -0.552 -2.671 0.37 0.05 -0.18
H -3.801 0.980 -3.111 -0.07 0.33 -0.33
H -4.559 0.731 -1.499 0.77 -0.15 -0.60
H -1.910 -0.858 -2.506 -1.30 1.41 0.80
H -2.732 -0.977 -0.961 -0.26 0.39 -0.44
H -3.138 0.957 0.296 -0.89 0.08 0.63
H 1.971 3.306 -0.753 0.26 -0.31 -0.01
H -1.110 0.681 -3.748 0.33 0.22 0.29
H 3.221 1.213 -4.604 0.29 0.31 0.09
H 2.516 1.169 -6.300 0.88 -1.21 1.28
H 1.665 -0.626 -3.870 -0.17 -0.29 0.46
H 3.011 -1.105 -4.968 -0.72 -0.66 -0.03
H 0.626 -1.994 -5.571 0.63 1.41 -0.48
H 1.434 -1.038 -6.816 -0.31 -0.47 1.84
H -0.872 -0.191 -5.293 -0.60 -0.36 0.68
H -0.681 -0.500 -7.010 0.53 1.00 0.75
H -0.647 1.979 -5.969 -0.69 0.83 0.07
H 0.800 1.809 -6.924 -0.12 -0.25 -0.73
F -0.451 -5.060 -3.752 0.08 0.78 -0.48
B -0.665 -3.820 -4.359 0.30 -0.47 0.81
F -2.005 -3.451 -4.231 0.45 0.21 -0.43
F -0.167 -3.787 -5.697 -0.37 0.27 0.04
F 0.157 -2.790 -3.703 -0.32 0.01 -0.18
N 1.166 -2.527 -1.129 0.34 0.43 0.25
C 1.654 -1.645 -0.221 0.05 -0.70 0.42
C 0.807 -0.916 0.620 -1.16 0.06 -1.02
N 1.193 -0.201 1.639 -0.36 -0.07 0.59
C 2.482 -0.254 1.834 3.52 1.54 1.01
C 3.366 -0.831 0.918 -0.05 -0.49 0.30
N 2.979 -1.595 -0.095 -0.28 0.71 0.09
H 0.208 -2.437 -1.392 -0.25 -0.16 -0.47
H 1.847 -2.699 -1.842 -0.26 -0.50 -0.54
H -0.227 -0.842 0.342 -0.58 -0.18 0.04
H 3.007 0.330 2.656 -1.17 -0.67 -0.85
H 4.434 -0.724 1.009 0.21 0.16 0.34
S 0.849 4.497 6.042 -0.51 0.08 -0.68
C 2.309 3.712 5.983 0.03 -0.16 0.60
N 3.276 3.074 6.013 0.32 -0.19 -0.38
C -1.708 -2.135 4.867 0.18 -0.82 0.16
N -1.607 -0.787 5.350 -2.16 0.45 -0.62
C -2.808 0.044 4.998 1.50 1.13 1.33
C -0.407 -0.219 5.573 -1.30 2.38 -0.22
O -0.258 1.025 5.445 0.41 -0.34 -0.48
N 0.573 -0.978 6.039 0.78 -0.45 -1.08
C 1.913 -0.461 5.777 0.18 1.38 0.19
C 0.251 -2.083 6.882 0.89 -0.95 1.10
H -2.524 -2.663 5.371 -0.06 0.09 -0.07
H -0.788 -2.700 5.131 -0.88 0.36 -1.09
H -1.953 -2.075 3.795 0.39 -0.49 0.17
H -3.690 -0.159 5.577 -0.05 -0.51 1.02
H -3.192 -0.070 4.017 0.46 -0.34 -1.48
H -2.535 1.101 5.147 -0.19 -0.53 -0.18
H 2.013 -0.159 4.696 -0.27 -0.11 1.19
H 2.688 -1.175 5.941 0.24 -0.97 0.25
H 2.148 0.399 6.461 -0.22 -0.51 -0.86
H -0.803 -2.050 7.158 0.10 -0.16 -0.36
H 0.734 -1.852 7.834 0.44 -0.72 0.09
H 0.531 -3.110 6.469 -0.19 1.31 0.71
```
Forces are in eV/Å.


[2]
Entry from the Open Molecules 2025 dataset: 3 unconnected molecules or ions with the total composition C4H17N2O2 in a non-equilibrium geometry (ωB97M-V/def2-TZVPD).

E_LUMO (eV): -2.63
Orbital gap (eV): 10.64
Calculated total energy (hartree): -422.295268
Total charge: +1

XYZ file:
```
25
Properties=species:S:1:pos:R:3:forces:R:3
N 0.687 3.138 -0.425 3.52 0.15 -2.01
C 1.055 2.214 0.648 -1.73 0.31 0.08
C 0.173 0.973 0.592 -1.53 1.30 -1.74
N 0.262 0.226 -0.737 -1.39 1.76 0.66
C 1.495 -0.699 -0.741 -1.12 0.83 3.13
C 0.989 -2.112 -0.632 -1.72 -2.26 -2.42
H 0.150 1.082 -1.567 0.45 -3.14 2.78
H 1.568 3.697 -0.852 -3.15 -1.59 1.60
H -0.106 3.711 -0.234 -0.14 0.58 0.18
H 2.077 1.962 0.612 1.25 -0.18 -0.16
H 0.840 2.648 1.612 0.26 0.19 0.58
H -0.888 1.257 0.724 0.31 0.45 -0.67
H 0.181 0.275 1.368 1.25 -1.30 1.30
H -0.579 -0.421 -0.593 0.82 1.05 -1.82
H 2.113 -0.325 0.170 -0.65 -0.90 -1.89
H 1.896 -0.480 -1.646 2.02 0.30 -2.46
H 0.578 -2.354 0.297 -0.16 0.00 2.16
H -0.034 -2.244 -1.216 2.48 0.37 0.40
H 1.618 -3.040 -0.882 -0.35 1.99 0.07
H -2.321 -1.436 -0.078 -0.22 -0.20 -0.08
H -2.526 -2.104 -1.430 -1.53 -1.98 -1.42
O -2.038 -1.453 -1.012 1.34 2.22 1.53
H -1.903 -2.109 2.149 -0.21 0.05 0.13
H -2.919 -0.988 2.211 -3.01 2.20 3.10
O -2.368 -1.421 1.663 3.23 -2.20 -3.02
```
Forces are in eV/Å.


[3]
Entry from the Open Molecules 2025 dataset: 2 unconnected molecules or ions with the total composition C13H21ClN5O3 in a non-equilibrium geometry (ωB97M-V/def2-TZVPD).

E_LUMO (eV): -3.34
Orbital gap (eV): 8.64
Calculated total energy (hartree): -1467.142294
Total charge: +1

XYZ file:
```
43
Properties=species:S:1:pos:R:3:forces:R:3
C 0.451 -1.496 2.571 -1.18 7.21 0.14
C 0.314 -0.187 2.745 -0.29 -6.22 -1.65
C -0.153 1.375 2.738 0.17 -1.35 -0.32
C -0.866 1.720 1.326 -0.82 -0.73 -0.92
N -0.630 2.827 0.400 -3.32 -4.64 0.20
C -1.542 2.619 -0.743 -1.66 -3.06 0.79
Cl -1.663 3.707 -2.220 0.40 -1.77 2.76
C -2.382 1.315 -0.517 2.86 3.43 0.92
C -3.495 0.572 -1.412 1.36 -0.04 -0.11
C -2.717 0.034 -2.756 0.89 0.04 0.54
C -1.821 -1.308 -2.440 -0.53 0.64 -0.73
C -0.776 -1.425 -3.683 -1.81 0.36 -0.45
N 0.024 -2.691 -3.693 2.05 1.91 0.55
C 1.356 -2.540 -3.071 2.46 1.37 0.78
C 2.311 -3.871 -3.048 -0.27 0.33 -0.22
O 1.850 -1.470 -2.576 -2.94 -3.96 -1.79
N -1.904 0.842 0.795 1.56 5.20 -3.03
O -2.468 -0.276 1.285 -0.05 -0.19 1.29
H 0.474 -2.603 2.223 0.17 2.64 1.11
H 0.778 2.027 2.938 -1.72 -1.02 -0.34
H -0.948 1.540 3.575 1.60 -0.30 -1.45
H 0.072 3.575 0.554 -0.76 -0.81 -0.26
H -4.331 1.325 -1.654 1.34 -1.23 0.41
H -3.902 -0.357 -0.841 0.67 1.90 -0.85
H -1.951 0.835 -3.099 -1.50 -1.12 0.55
H -3.452 -0.133 -3.624 1.04 0.11 1.46
H -1.287 -1.232 -1.424 -0.66 0.04 -1.56
H -2.550 -2.200 -2.382 1.36 1.21 -0.23
H -1.446 -1.458 -4.642 1.20 0.04 1.70
H -0.161 -0.456 -3.767 -0.64 -1.61 0.36
H 0.156 -2.982 -4.678 -0.05 -0.23 1.00
H 1.927 -4.638 -2.259 0.52 1.35 -1.61
H 3.377 -3.550 -2.746 -1.91 -0.33 -0.47
H 2.384 -4.352 -4.109 -0.38 0.73 1.99
H -3.228 -0.025 1.872 0.82 0.00 -0.54
C 3.019 1.758 4.811 0.11 -0.11 0.10
O 1.823 1.499 4.851 -0.19 0.13 -0.12
N 3.514 2.972 5.144 -0.15 0.85 0.16
N 3.948 0.853 4.432 0.15 -0.74 -0.32
H 4.491 3.203 5.118 -0.10 -0.05 0.03
H 2.852 3.675 5.433 0.21 -0.16 0.01
H 3.618 -0.065 4.176 0.10 0.19 0.08
H 4.933 1.045 4.393 -0.11 -0.01 0.04
```
Forces are in eV/Å.